Here is a single C5H7N2P molecule in a non-equilibrium geometry from OMol25. Energies are from the ωB97M-V functional and the def2-TZVPD basis.

Calculated values
LUMO level (Ha): 0.0109
SMILES string: C=PCc1cc[nH]n1
Relative energy (zero: lowest compared OMol25 entry of this formula, charge and spin) (kcal per mole): 65.1
DFT total energy (hartree): -645.46127

Positions of all 15 atoms, in Å:
C: -2.875 -1.034 1.064
P: -1.284 -1.569 1.240
C: -0.505 0.137 1.360
C: 0.802 0.233 0.069
C: 0.445 0.276 -1.279
C: 1.658 0.329 -1.905
N: 2.601 0.279 -0.938
N: 2.141 0.231 0.224
H: -3.756 -1.759 1.094
H: -3.246 -0.115 1.294
H: 0.232 0.312 2.206
H: -1.123 1.021 1.097
H: -0.632 0.413 -1.578
H: 1.936 0.647 -2.879
H: 3.606 0.599 -1.070